Density functional theory data (wB97M-V/def2-TZVPD) for a structure of composition C18H30N9O4PSZn.

The calculation puts the HOMO-LUMO gap at 9.0 eV. Its total charge is +2. Its LUMO energy is -5.00 eV. For the max |F|, the calculation gives 0.01038 Eh/bohr. The value obtained for the energy above the lowest of the compared OMol25 structures with the same formula, charge and spin is 0.0 kcal per mole. The total energy is -109285.0088 eV.

CARTESIAN COORDINATES (ANGSTROEM)
Zn 1.148 1.072 0.732
N 2.249 1.953 2.563
N 1.501 1.387 3.618
C 0.193 0.948 3.383
O -0.513 0.603 4.307
O -0.141 0.924 2.126
H 3.212 1.645 2.651
H 2.250 2.967 2.628
H 1.724 1.654 4.564
C -4.201 -0.242 1.876
N -3.509 -1.615 1.892
C -4.054 -2.448 0.724
N -3.892 -1.759 -0.508
C -4.582 -0.470 -0.460
N -4.057 0.380 0.608
C -2.685 0.825 0.345
P -1.465 -0.585 0.258
C -2.018 -1.460 1.807
C -2.485 -1.628 -0.915
H -3.737 0.351 2.662
H -5.250 -0.421 2.107
H -3.743 -2.078 2.771
H -5.110 -2.619 0.933
H -3.518 -3.395 0.725
H -5.644 -0.645 -0.287
H -4.461 0.038 -1.414
H -2.368 1.518 1.123
H -2.662 1.350 -0.611
H -1.676 -0.898 2.679
H -1.571 -2.454 1.829
H -2.042 -2.623 -0.990
H -2.442 -1.185 -1.911
C -0.230 4.711 1.095
N 0.837 4.849 0.106
C 1.596 5.994 -0.096
C 2.403 5.759 -1.147
N 2.123 4.473 -1.568
C 1.161 3.926 -0.810
S 0.449 2.374 -1.063
H 0.014 5.311 1.967
H -0.332 3.666 1.375
H -1.174 5.055 0.678
H 1.496 6.869 0.523
H 3.138 6.384 -1.624
H 2.528 3.999 -2.360
O 3.873 -4.778 -5.047
C 2.670 -4.090 -4.817
N 2.735 -3.744 -3.407
C 2.150 -2.643 -2.913
O 1.410 -1.920 -3.560
C 2.426 -2.310 -1.463
C 3.029 -3.135 -0.524
C 3.195 -2.675 0.775
C 2.755 -1.411 1.098
N 2.168 -0.607 0.194
C 2.012 -1.055 -1.055
H 3.909 -5.081 -5.960
H 1.798 -4.718 -5.012
H 2.581 -3.171 -5.396
H 3.417 -4.269 -2.885
H 3.354 -4.138 -0.772
H 3.659 -3.290 1.533
H 2.866 -1.020 2.102
H 1.534 -0.406 -1.779